Entry i
Density functional theory data (ωB97M-V with the def2-TZVPD basis set) for one molecule with the formula C6H6O.

ORCA input file:
```
! RIJCOSX wB97M-V def2-TZVPD def2/J DEFGRID3
* xyz 0 1
C -2.64 1.19 -1.24
C -1.74 0.41 -1.08
C -0.60 -0.45 -0.76
C 0.08 -0.04 0.51
O -0.70 -0.10 1.62
C 1.35 0.28 0.53
C 2.55 -0.26 0.54
H -3.43 1.89 -1.38
H -0.92 -1.49 -0.63
H 0.14 -0.43 -1.56
H -0.13 0.09 2.38
H 2.55 -1.34 0.56
H 3.50 0.25 0.52
*
```

Calculated values
* HOMO energy: -8.890 eV
* E_LUMO: 0.7 eV
* SMILES string: C#CCC(O)=C=C
* molecular weight: 94.1 g mol⁻¹
* Kohn-Sham gap: 9.63 eV

Atomic partial charges in e from the Löwdin method, atoms 1 to 8: atom 1 (C): 0.12, atom 2 (C): -0.13, atom 3 (C): -0.14, atom 4 (C): -0.38, atom 5 (O): 0.07, atom 6 (C): -0.05, atom 7 (C): 0.00, atom 8 (H): 0.02

Entry ii
Density functional theory data (ωB97M-V with the def2-TZVPD basis set) for one molecule with the formula C6H6O.

ORCA input file:
```
! RIJCOSX wB97M-V def2-TZVPD def2/J DEFGRID3
* xyz 0 1
C 2.26 -1.62 0.98
C 1.37 -0.92 0.59
C 0.32 -0.07 0.16
C 0.28 0.28 -1.10
C -0.19 0.34 -2.31
C -0.79 0.33 1.13
O -1.96 0.75 0.47
H 3.04 -2.26 1.34
H -1.11 -0.08 -1.80
H 0.05 1.11 -3.06
H -0.41 1.08 1.83
H -1.07 -0.56 1.70
H -1.79 1.61 0.07
*
```

Calculated values
* HOMO energy: -8.458 eV
* E_LUMO: 0.6 eV
* SMILES string: C#CC(=C=C)CO
* molecular weight: 94.1 g mol⁻¹
* Kohn-Sham gap: 9.11 eV

Atomic partial charges in e from the Löwdin method, atoms 1 to 8: atom 1 (C): 0.13, atom 2 (C): -0.11, atom 3 (C): -0.27, atom 4 (C): -0.08, atom 5 (C): 0.04, atom 6 (C): -0.21, atom 7 (O): -0.06, atom 8 (H): 0.02

Entry iii
Density functional theory data (ωB97M-V with the def2-TZVPD basis set) for one molecule with the formula C6H6O.

ORCA input file:
```
! RIJCOSX wB97M-V def2-TZVPD def2/J DEFGRID3
* xyz 0 1
C 2.32 -0.97 0.58
C 1.87 0.24 0.36
C 0.48 0.32 -0.05
C -0.40 1.34 0.11
C -1.77 0.84 -0.15
O -1.63 -0.52 -0.59
C -0.34 -0.84 -0.49
H 3.04 -1.66 1.07
H -0.15 2.35 0.43
H -2.39 0.84 0.75
H -2.30 1.34 -0.97
H -0.16 -1.64 -1.20
H 1.44 -1.63 0.16
*
```

Calculated values
* HOMO energy (alpha / beta): -8.960 / -6.809 eV
* E_LUMO (alpha / beta): 0.5 / -0.7 eV
* molecular weight: 94.1 g mol⁻¹
* Kohn-Sham gap (alpha / beta): 9.46 / 6.07 eV

Atomic partial charges in e from the Löwdin method, atoms 1 to 8: atom 1 (C): -0.01, atom 2 (C): 0.00, atom 3 (C): -0.28, atom 4 (C): -0.02, atom 5 (C): -0.16, atom 6 (O): -0.05, atom 7 (C): -0.11, atom 8 (H): 0.07

It is entry i that is the most stable of them.

Entry i
Density functional theory data (ωB97M-V with the def2-TZVPD basis set) for C6H6O as an isolated structure.

ORCA input file:
```
! RIJCOSX wB97M-V def2-TZVPD def2/J DEFGRID3
* xyz 0 1
C 1.41 0.82 -0.03
C 1.43 -0.77 0.06
C -0.15 -0.74 -0.16
C -1.46 -1.12 -0.14
C -1.51 1.15 -0.17
C -0.14 0.73 -0.19
H 1.90 1.37 -0.89
H 1.48 1.25 1.02
H 1.59 -1.44 0.94
H 1.91 -1.16 -0.81
H -1.93 -2.13 -0.14
H -2.25 2.10 0.43
O -2.28 -0.05 0.08
*
```

Calculated values
* HOMO energy: -8.484 eV
* E_LUMO: 1.0 eV
* molecular weight: 94.1 g mol⁻¹
* Kohn-Sham gap: 9.52 eV

Atomic partial charges in e from the Löwdin method, atoms 1 to 8: atom 1 (C): -0.09, atom 2 (C): -0.09, atom 3 (C): -0.16, atom 4 (C): -0.11, atom 5 (C): -0.04, atom 6 (C): -0.18, atom 7 (H): 0.12, atom 8 (H): 0.12

Entry ii
Density functional theory data (ωB97M-V with the def2-TZVPD basis set) for one molecule with the formula C6H6O.

ORCA input file:
```
! RIJCOSX wB97M-V def2-TZVPD def2/J DEFGRID3
* xyz 0 1
C -1.29 -1.63 -1.32
C -0.86 -0.51 -1.21
C -0.19 0.77 -0.95
C 0.90 0.54 0.13
O 1.66 -0.61 -0.15
C 0.29 0.49 1.48
C -0.20 0.44 2.57
H -1.69 -2.61 -1.41
H 0.29 1.14 -1.87
H -0.91 1.52 -0.62
H 1.61 1.38 0.09
H 1.02 -1.33 -0.29
H -0.63 0.38 3.55
*
```

Calculated values
* HOMO energy: -10.231 eV
* E_LUMO: 1.0 eV
* SMILES string: C#CC[C@H](O)C#C
* molecular weight: 94.1 g mol⁻¹
* Kohn-Sham gap: 11.19 eV

Atomic partial charges in e from the Löwdin method, atoms 1 to 8: atom 1 (C): 0.13, atom 2 (C): -0.14, atom 3 (C): -0.14, atom 4 (C): -0.41, atom 5 (O): -0.02, atom 6 (C): -0.07, atom 7 (C): 0.13, atom 8 (H): 0.03

It is entry ii that is the most stable of them.

Entry i
Density functional theory data (ωB97M-V with the def2-TZVPD basis set) for one molecule with the formula C7H8S.

ORCA input file:
```
! RIJCOSX wB97M-V def2-TZVPD def2/J DEFGRID3
* xyz 0 1
C -1.80 -1.37 -0.11
C -0.46 -1.54 -0.11
C -0.25 0.89 -0.31
C -1.64 1.23 -0.36
C -2.40 0.04 -0.07
C 0.38 -0.36 -0.15
C 2.86 0.92 0.06
S 2.06 -0.72 -0.20
H -2.57 -2.12 0.14
H -0.06 -2.52 -0.08
H 0.38 1.75 -0.43
H -3.43 0.09 -0.26
H -2.32 0.23 1.15
H 3.70 0.50 0.52
H 2.38 1.34 0.94
H 3.16 1.66 -0.73
*
```

Calculated values
* HOMO energy: -7.766 eV
* E_LUMO: -0.4 eV
* molecular weight: 124.2 g mol⁻¹
* Kohn-Sham gap: 7.37 eV

Atomic partial charges in e from the Löwdin method, atoms 1 to 8: atom 1 (C): -0.04, atom 2 (C): -0.14, atom 3 (C): -0.18, atom 4 (C): -0.03, atom 5 (C): -0.27, atom 6 (C): -0.56, atom 7 (C): -0.36, atom 8 (S): 0.95

Entry ii
Density functional theory data (ωB97M-V with the def2-TZVPD basis set) for one molecule with the formula C7H8S.

ORCA input file:
```
! RIJCOSX wB97M-V def2-TZVPD def2/J DEFGRID3
* xyz 0 1
C 1.72 1.13 0.45
C 0.96 1.52 -0.61
C -0.45 0.86 -0.52
S -1.16 0.06 -1.96
C -1.63 -1.43 -0.99
C -0.72 -1.40 0.26
C -0.16 -0.21 0.47
C 1.03 0.19 1.35
H 2.74 1.54 0.56
H 1.30 2.15 -1.42
H -1.21 1.58 -0.12
H -2.72 -1.46 -0.75
H -1.45 -2.34 -1.60
H -0.64 -2.28 0.92
H 1.71 -0.59 1.72
H 0.66 0.69 2.25
*
```

Calculated values
* HOMO energy: -8.490 eV
* E_LUMO: 1.0 eV
* SMILES string: C1=C[C@H]2SCC=C2C1
* molecular weight: 124.2 g mol⁻¹
* Kohn-Sham gap: 9.53 eV

Atomic partial charges in e from the Löwdin method, atoms 1 to 8: atom 1 (C): -0.10, atom 2 (C): -0.07, atom 3 (C): -0.56, atom 4 (S): 0.88, atom 5 (C): -0.45, atom 6 (C): -0.09, atom 7 (C): -0.29, atom 8 (C): -0.14

It is entry ii that is the most stable of them.

Entry i
Density functional theory data (ωB97M-V with the def2-TZVPD basis set) for one molecule with the formula C7H8S.

ORCA input file:
```
! RIJCOSX wB97M-V def2-TZVPD def2/J DEFGRID3
* xyz 0 1
C 0.16 -2.75 1.15
C -0.25 -1.59 0.79
C -0.21 -0.28 0.16
C -0.05 0.81 0.93
C 0.14 2.11 0.35
C -0.19 3.32 1.07
S -0.67 -0.23 -1.48
C 0.20 -1.79 -2.08
H 0.28 -3.86 1.38
H -0.25 0.83 2.11
H 0.34 2.11 -0.83
H -0.08 4.24 0.49
H -0.58 3.52 2.19
H 0.26 -2.45 -1.10
H -0.41 -2.37 -2.95
H 1.29 -1.62 -2.19
*
```

Calculated values
* HOMO energy: -7.918 eV
* E_LUMO: -0.1 eV
* SMILES string: C#C/C(=C/C=C)SC
* molecular weight: 124.2 g mol⁻¹
* Kohn-Sham gap: 7.81 eV

Atomic partial charges in e from the Löwdin method, atoms 1 to 8: atom 1 (C): 0.11, atom 2 (C): -0.16, atom 3 (C): -0.68, atom 4 (C): -0.18, atom 5 (C): -0.21, atom 6 (C): 0.00, atom 7 (S): 0.89, atom 8 (C): -0.36

Entry ii
Density functional theory data (ωB97M-V with the def2-TZVPD basis set) for one molecule with the formula C7H8S.

ORCA input file:
```
! RIJCOSX wB97M-V def2-TZVPD def2/J DEFGRID3
* xyz 0 1
C -0.07 1.53 0.60
C 1.04 0.57 0.60
C -1.29 1.42 0.06
C 0.97 -0.62 -0.06
C -2.14 0.37 -0.45
C -2.10 -1.06 -0.73
C 2.09 -1.60 -0.14
S -2.88 -0.93 0.73
H 0.20 2.38 1.12
H 1.97 1.00 0.87
H -1.93 2.31 0.05
H -2.85 0.76 -1.07
H 0.01 -0.72 -0.61
H 2.52 -1.19 -1.17
H 1.62 -2.61 -0.45
H 2.84 -1.61 0.62
*
```

Calculated values
* HOMO energy: -8.026 eV
* E_LUMO: -0.1 eV
* molecular weight: 124.2 g mol⁻¹
* Kohn-Sham gap: 7.93 eV

Atomic partial charges in e from the Löwdin method, atoms 1 to 8: atom 1 (C): -0.09, atom 2 (C): -0.10, atom 3 (C): -0.14, atom 4 (C): -0.15, atom 5 (C): -0.57, atom 6 (C): -0.40, atom 7 (C): -0.09, atom 8 (S): 0.87

It is entry i that is the most stable of them.

Entry i
Density functional theory data (ωB97M-V with the def2-TZVPD basis set) for C4H11N3O as an isolated structure.

ORCA input file:
```
! RIJCOSX wB97M-V def2-TZVPD def2/J DEFGRID3
* xyz 0 1
C -0.34 1.30 1.48
C -1.39 -0.72 0.23
C -0.12 0.03 0.67
N -1.11 -1.98 -0.22
N -2.58 -0.25 0.20
O 0.88 -0.71 0.99
H -0.27 -2.39 0.15
H -1.91 -2.57 -0.39
H -2.64 0.70 0.54
H 0.63 1.74 1.72
H -0.85 1.05 2.41
H -0.94 2.03 0.93
C 1.36 0.71 -1.51
N 2.25 -0.24 -1.09
H 2.18 -1.08 -1.65
H 1.95 -0.55 -0.07
H 1.02 0.65 -2.55
H 1.59 1.72 -1.18
H 0.30 0.56 -0.65
*
```

Calculated values
* HOMO energy: -9.203 eV
* E_LUMO: -0.1 eV
* molecular weight: 117.2 g mol⁻¹
* Kohn-Sham gap: 9.14 eV

Atomic partial charges in e from the Löwdin method, atoms 1 to 8: atom 1 (C): -0.03, atom 2 (C): -0.46, atom 3 (C): -0.45, atom 4 (N): 0.13, atom 5 (N): 0.13, atom 6 (O): -0.08, atom 7 (H): 0.09, atom 8 (H): 0.10

Entry ii
Density functional theory data (ωB97M-V with the def2-TZVPD basis set) for a 2-piece molecular cluster, C4H11N3O overall.

ORCA input file:
```
! RIJCOSX wB97M-V def2-TZVPD def2/J DEFGRID3
* xyz 0 1
C 0.45 1.36 -0.13
C 1.84 -0.92 0.15
C -1.12 -1.80 0.46
C -0.49 0.36 -0.34
N -1.81 0.68 -0.69
N 0.42 2.63 -0.74
O 2.10 -0.75 1.48
N -0.16 -0.94 -0.20
H 1.53 -1.34 1.99
H 1.16 1.26 0.67
H -1.99 1.65 -0.90
H -2.26 0.04 -1.34
H -0.22 2.75 -1.51
H 0.40 3.43 -0.12
H 1.82 -1.94 -0.21
H 2.46 -0.27 -0.44
H -1.96 -2.05 -0.21
H -0.64 -2.76 0.70
H -1.55 -1.38 1.38
*
```

Calculated values
* HOMO energy: -6.010 eV
* E_LUMO: 0.8 eV
* molecular weight: 117.2 g mol⁻¹
* Kohn-Sham gap: 6.76 eV

Atomic partial charges in e from the Löwdin method, atoms 1 to 8: atom 1 (C): -0.21, atom 2 (C): -0.06, atom 3 (C): -0.13, atom 4 (C): -0.48, atom 5 (N): 0.10, atom 6 (N): 0.00, atom 7 (O): -0.03, atom 8 (N): -0.07

Entry iii
Density functional theory data (ωB97M-V with the def2-TZVPD basis set) for one molecule with the formula C4H11N3O.

ORCA input file:
```
! RIJCOSX wB97M-V def2-TZVPD def2/J DEFGRID3
* xyz 0 1
C -1.05 -1.69 -0.15
C -0.58 -0.31 0.11
C -1.95 0.78 0.59
O -3.04 0.62 -0.28
C 0.51 0.37 0.08
N 0.97 1.62 0.37
N 1.71 -0.87 -0.24
N 3.05 -0.48 -0.19
H -2.14 -1.70 -0.20
H -0.64 -2.07 -1.09
H -0.74 -2.35 0.65
H -2.27 0.43 1.57
H -1.63 1.83 0.66
H -2.76 0.87 -1.17
H 0.51 2.38 -0.10
H 1.97 1.78 0.44
H 1.51 -1.24 -1.16
H 3.23 0.41 -0.67
H 3.34 -0.39 0.78
*
```

Calculated values
* HOMO energy: -8.211 eV
* E_LUMO: 0.7 eV
* SMILES string: C/C(CO)=C(/N)NN
* molecular weight: 117.2 g mol⁻¹
* Kohn-Sham gap: 8.88 eV

Atomic partial charges in e from the Löwdin method, atoms 1 to 8: atom 1 (C): -0.08, atom 2 (C): -0.20, atom 3 (C): -0.16, atom 4 (O): -0.09, atom 5 (C): -0.26, atom 6 (N): 0.09, atom 7 (N): -0.08, atom 8 (N): -0.08

Entry iv
Density functional theory data (ωB97M-V with the def2-TZVPD basis set) for one molecule with the formula C4H11N3O.

ORCA input file:
```
! RIJCOSX wB97M-V def2-TZVPD def2/J DEFGRID3
* xyz 0 1
H -3.18 1.86 0.74
N -2.26 1.58 0.42
C -2.24 0.38 0.00
N -3.02 -0.72 -0.02
N -0.99 -0.26 -0.46
C 0.20 -0.03 0.37
C 1.47 -0.43 -0.37
C 2.70 -0.26 0.52
O 1.59 0.31 -1.59
H -1.96 -1.29 -0.39
H -4.02 -0.63 0.13
H -0.79 -0.04 -1.43
H 0.09 -0.60 1.29
H 0.23 1.03 0.63
H 1.39 -1.47 -0.69
H 2.64 -0.91 1.40
H 2.79 0.77 0.86
H 3.60 -0.52 -0.04
H 1.76 1.24 -1.37
*
```

Calculated values
* HOMO energy: -8.705 eV
* E_LUMO: 0.9 eV
* SMILES string: [H]/N=C(\N)NC[C@H](C)O
* molecular weight: 117.2 g mol⁻¹
* Kohn-Sham gap: 9.61 eV

Atomic partial charges in e from the Löwdin method, atoms 1 to 8: atom 1 (H): 0.04, atom 2 (N): 0.10, atom 3 (C): -0.59, atom 4 (N): 0.05, atom 5 (N): -0.04, atom 6 (C): -0.16, atom 7 (C): -0.43, atom 8 (C): -0.05

It is entry iv that is the most stable of them.

Entry i
Density functional theory data (ωB97M-V with the def2-TZVPD basis set) for one molecule with the formula C2H5N3S.

ORCA input file:
```
! RIJCOSX wB97M-V def2-TZVPD def2/J DEFGRID3
* xyz 0 1
N -2.70 -0.07 -0.13
N -1.43 -0.64 -0.03
C -0.45 0.16 -0.07
C 0.90 -0.38 -0.03
N 1.92 0.38 -0.02
S 3.44 -0.31 -0.04
H -3.35 -0.66 0.35
H -2.77 0.91 0.15
H -0.57 1.25 -0.05
H 0.93 -1.48 -0.11
H 4.07 0.86 -0.03
*
```

Calculated values
* HOMO energy: -8.477 eV
* E_LUMO: 0.5 eV
* SMILES string: N/N=C/C=N/S
* molecular weight: 103.2 g mol⁻¹
* Kohn-Sham gap: 9.02 eV

Atomic partial charges in e from the Löwdin method, atoms 1 to 8: atom 1 (N): 0.00, atom 2 (N): -0.04, atom 3 (C): -0.19, atom 4 (C): -0.31, atom 5 (N): -0.41, atom 6 (S): 0.73, atom 7 (H): 0.07, atom 8 (H): 0.08

Entry ii
Density functional theory data (ωB97M-V with the def2-TZVPD basis set) for one molecule with the formula C2H5N3S.

ORCA input file:
```
! RIJCOSX wB97M-V def2-TZVPD def2/J DEFGRID3
* xyz 0 1
H 1.37 1.86 1.64
N 0.74 1.22 2.00
C 0.20 0.41 1.23
N -0.75 -0.41 1.66
S 0.44 0.44 -0.57
N -0.38 -1.18 -1.15
C -0.53 -0.97 -2.48
H -0.88 -0.06 2.58
H -1.48 -0.90 1.10
H -0.93 -2.12 -2.91
H -0.46 0.03 -3.32
*
```

Calculated values
* HOMO energy: -9.035 eV
* E_LUMO: 0.3 eV
* SMILES string: [H]/N=C(/N)SN=C
* molecular weight: 103.2 g mol⁻¹
* Kohn-Sham gap: 9.36 eV

Atomic partial charges in e from the Löwdin method, atoms 1 to 8: atom 1 (H): 0.00, atom 2 (N): 0.08, atom 3 (C): -0.88, atom 4 (N): 0.06, atom 5 (S): 0.83, atom 6 (N): -0.30, atom 7 (C): -0.25, atom 8 (H): 0.08

It is entry i that is the most stable of them.